Formula: C2HBrO3
Source: OMol25
Level of theory: the ωB97M-V functional and the def2-TZVPD basis

As for the charge: 0. The HOMO energy is -10.685 eV. The SMILES is O=C=O.O=CBr. For the energy relative to the best compared isomer or geometry (same formula, charge and spin), the calculation gives 3.2 kcal/mol. For the total energy, the calculation gives -2876.56480 a.u. The largest force on an atom is 2.163 eV/A. For the gap between HOMO and LUMO, the calculation gives 10.9 eV. As for the spin multiplicity: 1.

Element x y z (Å)
O  3.396  0.646  0.039
C  2.247  0.576  -0.130
O  1.159  0.433  -0.485
O  -1.129  -0.909  1.214
C  -1.468  -0.435  0.189
Br  -3.410  -0.441  -0.313
H  -0.795  0.130  -0.515

Formula: C2HBrO3
Source: OMol25
Level of theory: the ωB97M-V functional and the def2-TZVPD basis

As for the charge: 0. The HOMO energy (alpha / beta) is -6.288 / -11.098 eV. For the energy relative to the best compared isomer or geometry (same formula, charge and spin), the calculation gives 11.9 kcal/mol. For the total energy, the calculation gives -2876.37880 a.u. The largest force on an atom is 5.392 eV/A. For the gap between HOMO and LUMO (alpha / beta), the calculation gives 6.9 / 7.5 eV. As for the spin multiplicity: 3.

Element x y z (Å)
C  -2.343  -0.584  -0.382
C  0.368  -0.618  0.600
O  -3.256  -1.258  -0.350
O  -0.053  -0.485  1.731
O  -1.339  -0.037  -0.433
Br  0.535  -2.251  -0.306
H  0.958  -0.005  -0.096

Formula: C2HCdO2
Source: OMol25
Level of theory: the ωB97M-V functional and the def2-TZVPD basis

As for the charge: +2. The HOMO energy (alpha / beta) is -20.036 / -23.333 eV. For the energy relative to the best compared isomer or geometry (same formula, charge and spin), the calculation gives 0.0 kcal/mol. For the total energy, the calculation gives -394.11255 a.u. The largest force on an atom is 2.708 eV/A. For the gap between HOMO and LUMO (alpha / beta), the calculation gives 7.0 / 9.8 eV. As for the spin multiplicity: 2.

Element x y z (Å)
O  -1.154  0.147  -0.125
O  1.118  -0.814  0.908
C  -0.208  0.680  -0.644
C  1.390  -0.040  0.072
H  -0.201  1.277  -1.570
Cd  -0.945  -1.250  1.358

Formula: C2HCl2F3S
Source: OMol25
Level of theory: the ωB97M-V functional and the def2-TZVPD basis

As for the charge: 0. The HOMO energy (alpha / beta) is -10.320 / -7.692 eV. For the energy relative to the best compared isomer or geometry (same formula, charge and spin), the calculation gives 84.0 kcal/mol. For the total energy, the calculation gives -1694.84339 a.u. The largest force on an atom is 2.049 eV/A. For the gap between HOMO and LUMO (alpha / beta), the calculation gives 10.0 / 6.1 eV. As for the spin multiplicity: 1.

Element x y z (Å)
C  -0.536  -1.161  -1.397
C  0.921  1.000  1.230
F  -1.785  -1.229  -0.903
F  -0.175  0.110  -1.285
F  -0.534  -1.520  -2.671
S  -0.737  0.838  1.646
Cl  1.942  -0.323  1.021
Cl  1.738  2.469  1.558
H  -0.834  -0.183  0.800

Formula: C2HCl2FS
Source: OMol25
Level of theory: the ωB97M-V functional and the def2-TZVPD basis

As for the charge: 0. The HOMO energy (alpha / beta) is -8.293 / -8.691 eV. For the energy relative to the best compared isomer or geometry (same formula, charge and spin), the calculation gives 106.5 kcal/mol. For the total energy, the calculation gives -1495.05494 a.u. The largest force on an atom is 2.476 eV/A. For the gap between HOMO and LUMO (alpha / beta), the calculation gives 7.4 / 8.0 eV. As for the spin multiplicity: 1.

Element x y z (Å)
C  -1.403  -1.014  0.498
C  1.472  0.872  -0.082
F  -1.180  -2.347  0.683
S  -2.265  -0.089  -0.538
Cl  0.678  -0.308  0.818
Cl  0.853  1.018  -1.703
H  1.845  1.869  0.324

Formula: C2HCl2NO
Source: OMol25
Level of theory: the ωB97M-V functional and the def2-TZVPD basis

As for the charge: 0. The HOMO energy is -10.547 eV. The SMILES is [H]/N=C(\Cl)C(=O)Cl. For the energy relative to the best compared isomer or geometry (same formula, charge and spin), the calculation gives 10.2 kcal/mol. For the total energy, the calculation gives -1127.15883 a.u. The largest force on an atom is 3.915 eV/A. For the gap between HOMO and LUMO, the calculation gives 10.5 eV. As for the spin multiplicity: 1.

Element x y z (Å)
H  1.599  1.395  -1.078
N  1.018  1.037  -0.378
C  0.477  -0.062  -0.118
Cl  0.675  -1.699  -0.774
C  -0.788  -0.260  0.712
O  -0.828  -0.730  1.804
Cl  -2.153  0.320  -0.169